Formula: C9H11O3
Source: the Open Molecules 2025 dataset
Level of theory: ωB97M-V/def2-TZVPD

Each line ends with the natural charge from an NBO analysis.
Cartesian coordinates (Å):
C -2.88 -2.87 1.54  -0.616
C -0.25 0.46 0.69  0.410
C -0.60 -0.46 -0.31  -0.302
C -0.82 0.31 1.95  -0.312
C -1.47 -1.50 -0.05  -0.193
C -1.67 -0.75 2.21  -0.208
C -2.02 -1.66 1.22  -0.086
O 0.60 1.48 0.44  -0.716
H 1.07 1.33 -0.43  0.527
H -0.18 -0.32 -1.29  0.248
H -0.60 1.05 2.70  0.206
H -1.76 -2.17 -0.84  0.194
H -2.09 -0.88 3.21  0.191
H -3.84 -2.81 1.03  0.201
H -3.10 -2.94 2.60  0.202
H -2.38 -3.78 1.20  0.206
C 3.51 2.75 -2.46  -0.738
C 2.68 1.50 -2.04  0.767
O 1.42 1.59 -2.17  -0.825
O 3.32 0.54 -1.59  -0.760
H 3.00 3.25 -3.29  0.200
H 4.52 2.42 -2.70  0.202
H 3.53 3.44 -1.61  0.204

Gap between HOMO and LUMO   7.909 eV
ΔE to the lowest compared entry with this formula, charge and spin   2.4 kcal per mole
Total charge   -1
Electronic energy   -15656.1967 eV
Highest occupied orbital energy   -4.68 eV